ORCA calculation (wB97M-V/def2-TZVPD) on C53H73N5O2S3SbSrTe as an isolated structure at a distorted geometry.

Computed properties:
LUMO (eV): -3.0485
Relative energy (zero: lowest compared OMol25 entry of this formula, charge and spin) (eV): 1.0763
Charge: +1
Kohn-Sham gap (Ha): 0.20294
HOMO (eV): -8.571
M (g/mol): 1245.38

Last column: Mulliken charge in e.
Element x y z (Å)
Sr  -0.1035  0.6937  0.1267  1.88
S  -5.7004  1.5895  2.1474  0.07
C  -7.2045  2.2121  2.6741  -0.61
C  -7.0725  3.4160  3.2887  -0.63
C  -5.7375  3.8542  3.3470  -0.60
C  -4.8521  2.9797  2.7704  0.74
C  -3.4166  3.0877  2.6501  0.28
C  -2.6867  2.2284  1.8001  -0.44
N  -1.3877  2.2326  1.6811  0.75
C  -0.6680  3.1135  2.3872  -0.49
C  -1.2898  4.0755  3.2198  1.17
C  -0.4923  5.0391  3.9029  -1.14
C  0.8577  5.0184  3.8188  -1.09
C  1.5245  4.0024  3.0703  0.82
C  2.9166  3.8749  3.0348  -0.98
C  3.5098  2.8410  2.3219  0.93
C  2.6445  1.9567  1.6405  -1.13
N  1.3452  2.0741  1.6460  1.26
C  0.7612  3.0561  2.3407  -0.86
C  4.9425  2.6848  2.2476  0.32
C  5.6666  1.9002  1.3847  -0.21
C  7.0568  2.0391  1.5476  -0.81
C  7.3881  2.9154  2.5346  -0.40
S  6.0079  3.5970  3.2845  -0.20
C  -2.6807  4.0306  3.3540  -1.13
H  -8.0970  1.6478  2.4981  0.46
H  -7.8983  3.9724  3.6891  0.44
H  -5.4515  4.7931  3.7819  0.42
H  -3.2079  1.5037  1.1959  -0.18
H  -1.0113  5.7872  4.4823  0.48
H  1.4473  5.7645  4.3289  0.50
H  3.5322  4.5815  3.5723  0.45
H  3.0249  1.1161  1.0785  0.20
H  5.2227  1.2575  0.6451  0.49
H  7.7810  1.5142  0.9501  0.43
H  8.3686  3.2081  2.8584  0.46
H  -3.1533  4.7267  4.0299  0.43
C  -1.8078  -2.6134  0.9836  0.57
N  -2.5701  -1.3827  1.1230  1.36
C  -2.8947  -1.2050  2.5315  -0.61
C  -3.7828  -1.4306  0.3101  -0.78
C  -3.5235  -1.2218  -1.1848  0.28
N  -3.0667  0.1240  -1.5191  1.01
C  -2.5100  0.1292  -2.8651  -0.29
C  -4.1548  1.0912  -1.4632  -1.14
H  -2.4122  -3.4955  1.2461  0.35
H  -0.9435  -2.5758  1.6420  -1.02
H  -1.4461  -2.7225  -0.0371  -0.34
H  -3.3891  -2.0914  2.9539  0.44
H  -3.5560  -0.3536  2.6666  0.05
H  -1.9779  -1.0172  3.0870  -0.19
H  -4.4549  -0.6470  0.6609  -0.18
H  -4.3008  -2.3974  0.4427  0.47
H  -4.4516  -1.4693  -1.7313  0.46
H  -2.7418  -1.9154  -1.5047  -0.95
H  -3.2660  -0.1316  -3.6170  0.33
H  -1.6895  -0.5870  -2.9139  -0.08
H  -2.1249  1.1206  -3.0920  -0.33
H  -4.5826  1.1542  -0.4643  0.21
H  -4.9663  0.8318  -2.1606  0.43
H  -3.7671  2.0716  -1.7338  0.17
C  3.5194  -1.5662  1.9527  -0.59
O  2.1087  -1.5207  1.9494  0.35
C  1.5359  -1.8371  3.1943  -0.65
C  1.3450  -0.6204  4.1050  -0.43
O  0.1224  0.0163  3.7927  0.06
C  -0.2794  0.9060  4.8050  -0.91
H  3.9534  -0.8432  2.6513  0.34
H  3.8284  -1.3311  0.9373  -0.14
H  3.8745  -2.5676  2.2229  0.40
H  2.1419  -2.5949  3.7103  0.44
H  0.5474  -2.2564  2.9869  -0.10
H  2.1803  0.0857  3.9810  0.12
H  1.3230  -0.9527  5.1521  0.51
H  -0.3818  0.3880  5.7692  0.45
H  -1.2461  1.3102  4.5111  0.10
H  0.4399  1.7285  4.9219  0.33
N  3.1372  -0.4378  -1.0352  -0.11
C  3.9547  -0.1400  -1.7871  -0.58
C  5.0114  0.1719  -2.6606  0.75
C  5.7672  -0.8684  -3.2067  -0.11
C  6.8466  -0.5698  -4.0138  -0.80
C  7.1735  0.7506  -4.2826  -0.42
C  6.4073  1.7819  -3.7597  -0.90
C  5.3261  1.5021  -2.9469  -0.16
H  5.5033  -1.8920  -2.9875  0.44
H  7.4404  -1.3662  -4.4337  0.44
H  8.0283  0.9748  -4.9027  0.42
H  6.6565  2.8065  -3.9870  0.44
H  4.7189  2.2939  -2.5314  0.52
Te  1.5007  2.0633  -2.1106  -0.74
C  0.4603  3.7620  -2.7773  0.06
C  1.0390  4.9468  -3.1127  -0.40
C  0.1600  5.8477  -3.7548  -0.57
C  -1.0875  5.3425  -3.9014  -0.66
S  -1.2035  3.7504  -3.2547  -0.08
H  2.0724  5.1705  -2.9063  0.43
H  0.4556  6.8237  -4.0964  0.39
H  -1.9510  5.7901  -4.3493  0.42
C  -1.0025  -6.1437  -4.0178  -1.58
C  -1.4860  -4.9326  -3.2408  1.75
C  -2.5911  -4.2475  -4.0312  -1.85
C  -2.0367  -5.3689  -1.8894  -1.63
Sb  0.0827  -3.3424  -2.7427  0.46
C  1.7485  -4.5213  -1.7379  2.28
C  1.3968  -4.4187  -0.2599  -1.90
C  3.0708  -3.8138  -1.9746  -1.98
C  1.8797  -5.9730  -2.1619  -1.90
C  0.8802  -2.6636  -4.7572  1.65
C  1.3785  -3.8006  -5.6300  -1.73
C  -0.2539  -1.9131  -5.4377  -1.77
C  1.9949  -1.6656  -4.4834  -1.59
H  -1.8637  -6.7438  -4.3164  0.49
H  -0.3557  -6.7738  -3.4174  0.31
H  -0.4711  -5.8569  -4.9207  0.16
H  -3.4645  -4.8974  -4.0786  0.52
H  -2.2763  -4.0512  -5.0521  0.38
H  -2.8940  -3.3089  -3.5697  0.23
H  -2.8596  -6.0701  -2.0303  0.49
H  -2.4140  -4.5138  -1.3289  0.21
H  -1.2725  -5.8650  -1.2933  0.27
H  1.3844  -3.3718  0.0536  0.31
H  2.1341  -4.9485  0.3435  0.52
H  0.4198  -4.8561  -0.0580  0.25
H  2.9983  -2.7622  -1.7025  0.02
H  3.3834  -3.9033  -3.0131  0.42
H  3.8469  -4.2695  -1.3559  0.65
H  1.0479  -6.5683  -1.7969  0.38
H  2.7940  -6.3938  -1.7396  0.50
H  1.9414  -6.0718  -3.2434  0.36
H  0.5497  -4.4105  -5.9817  0.37
H  2.0825  -4.4363  -5.0945  0.25
H  1.8873  -3.4012  -6.5083  0.46
H  -1.1090  -2.5534  -5.6277  0.32
H  0.0839  -1.5154  -6.3938  0.49
H  -0.5748  -1.0744  -4.8221  0.25
H  2.8739  -2.1429  -4.0636  0.12
H  1.6576  -0.8862  -3.7956  0.11
H  2.2916  -1.1845  -5.4157  0.59

Atomic forces in eV per Å
Sr -0.6 -1.4 -0.2
S 0.0 0.5 0.3
C 0.2 -0.1 -0.1
C -0.2 -0.2 0.0
C 0.5 -0.2 -0.2
C -0.8 -0.3 -0.1
C 0.8 0.3 0.1
C -0.6 0.2 0.2
N 0.2 -0.2 -0.1
C -0.2 0.8 0.7
C 0.1 -0.5 -0.5
C 0.3 0.1 0.1
C -0.4 0.1 0.1
C -0.3 -0.5 -0.4
C 0.1 -0.5 -0.3
C -0.7 0.3 0.2
C 0.5 0.1 0.2
N -0.2 -0.2 0.1
C 0.5 0.7 0.6
C 0.9 0.0 0.1
C -0.4 0.2 0.3
C 0.3 0.1 0.1
C -0.2 0.1 0.0
S -0.1 -0.4 -0.5
C 0.0 -0.4 -0.3
H -0.3 -0.1 0.0
H -0.2 0.1 0.1
H 0.1 0.2 0.1
H -0.1 -0.2 -0.2
H 0.1 0.1 0.1
H 0.1 0.1 0.1
H 0.0 0.1 0.0
H 0.2 0.0 -0.1
H -0.1 -0.1 -0.2
H 0.1 -0.1 -0.1
H 0.2 0.0 0.1
H -0.1 0.1 0.0
C 0.0 0.0 -0.2
N 0.2 0.3 0.0
C 0.0 0.0 0.1
C 0.0 0.1 -0.4
C 0.0 -0.1 0.4
N 0.2 0.0 0.3
C 0.2 0.0 0.0
C 0.0 0.0 0.1
H 0.1 0.0 0.0
H 0.1 -0.1 0.0
H 0.0 -0.1 -0.1
H -0.1 0.0 0.0
H -0.1 0.1 0.0
H 0.0 0.0 0.1
H -0.1 -0.1 0.1
H 0.0 0.1 0.0
H 0.1 0.0 0.0
H -0.1 -0.1 -0.1
H 0.0 -0.1 -0.1
H 0.0 0.0 -0.1
H 0.0 0.0 -0.1
H 0.0 0.0 0.0
H 0.0 0.0 0.0
H 0.0 0.1 0.0
C 0.2 -0.1 -0.1
O -0.4 0.2 -0.3
C -0.1 0.2 0.4
C 0.2 -0.4 -0.1
O 0.0 -0.2 -0.3
C 0.0 0.2 0.2
H 0.0 0.1 0.0
H 0.1 0.0 0.1
H 0.0 0.0 0.0
H -0.1 0.1 -0.1
H 0.1 -0.1 0.2
H 0.0 -0.1 0.1
H 0.0 0.0 -0.1
H 0.0 0.1 -0.1
H 0.0 0.1 0.0
H -0.1 0.0 0.0
N -0.3 0.1 0.1
C -0.6 -0.2 0.6
C 0.9 0.3 -0.8
C -0.1 0.1 0.1
C 0.1 0.0 -0.1
C -0.1 0.0 0.0
C 0.1 0.0 0.0
C -0.1 -0.1 0.1
H 0.0 -0.1 0.0
H 0.0 -0.1 0.0
H 0.0 0.0 -0.1
H 0.0 0.1 0.0
H -0.1 0.0 0.0
Te 0.0 0.3 -0.4
C -0.1 -0.3 -0.1
C 0.1 -0.1 0.2
C -0.2 0.2 -0.1
C -0.3 -0.2 0.1
S 0.5 0.2 0.0
H 0.1 0.0 0.0
H 0.0 0.2 -0.1
H -0.2 0.2 -0.1
C 0.1 0.1 0.1
C 0.5 0.4 0.2
C 0.2 0.1 0.1
C 0.2 0.2 0.0
Sb 0.1 -0.4 -0.5
C -0.4 0.3 -0.3
C -0.1 0.1 -0.1
C -0.2 0.2 -0.1
C -0.2 0.1 -0.1
C -0.1 -0.2 0.5
C -0.1 0.0 0.2
C -0.1 -0.1 0.2
C -0.1 0.0 0.3
H -0.1 -0.1 0.0
H 0.1 -0.1 0.0
H 0.0 -0.1 -0.1
H -0.2 -0.1 0.0
H -0.1 0.0 -0.1
H -0.1 0.2 0.0
H -0.1 -0.1 0.0
H -0.1 0.0 0.1
H 0.0 -0.1 0.1
H 0.0 0.0 0.1
H 0.2 -0.1 0.1
H -0.1 0.0 0.1
H 0.1 0.1 -0.1
H 0.1 0.0 -0.1
H 0.1 -0.1 0.1
H -0.1 -0.1 0.0
H 0.1 -0.1 0.1
H 0.0 -0.1 -0.1
H 0.0 -0.1 -0.1
H 0.1 -0.1 0.0
H 0.1 0.1 -0.1
H -0.1 0.0 -0.1
H 0.1 0.1 -0.2
H -0.1 0.1 0.0
H 0.2 0.0 0.1
H 0.1 0.1 0.0
H 0.0 0.1 -0.2